Arrangement i

{"formula": "C2H9N2O", "method": "ωB97M-V with the def2-TZVPD basis set", "symbols": ["C", "N", "H", "H", "H", "H", "N", "C", "O", "H", "H", "H", "H", "H"], "xyz": [[0.947, -0.319, -1.301], [1.339, 0.917, -1.496], [1.434, -0.960, -0.595], [0.350, -0.762, -2.086], [0.964, 1.525, -2.205], [2.127, 1.268, -0.972], [-0.723, -0.275, -0.089], [-0.516, -0.010, 1.343], [-1.671, -0.485, 1.980], [-1.195, -1.171, -0.203], [-1.382, 0.414, -0.441], [0.395, -0.500, 1.678], [-0.480, 1.065, 1.471], [-1.589, -0.706, 2.914]], "gap_ev": 11.19, "lumo_energy_ev": -3.48, "homo_energy_ev": -14.68, "total_charge": 1}


Arrangement ii

{"formula": "C2H9N2O", "method": "ωB97M-V with the def2-TZVPD basis set", "symbols": ["N", "C", "O", "H", "H", "H", "H", "H", "C", "N", "H", "H", "H", "H"], "xyz": [[0.749, 0.224, 0.402], [-0.029, 1.457, 0.181], [0.920, 2.466, 0.029], [1.494, 0.193, -0.291], [1.177, 0.219, 1.324], [-0.612, 1.310, -0.730], [-0.707, 1.591, 1.021], [0.533, 3.337, 0.156], [-0.725, -2.754, -0.658], [-1.002, -1.689, -0.034], [0.272, -2.900, -1.057], [-1.447, -3.554, -0.815], [-1.955, -1.696, 0.299], [0.079, -0.719, 0.234]], "gap_ev": 11.95, "lumo_energy_ev": -3.38, "homo_energy_ev": -15.33, "total_charge": 1}


Arrangement iii

{"formula": "C2H9N2O", "method": "ωB97M-V with the def2-TZVPD basis set", "symbols": ["C", "C", "N", "N", "H", "H", "H", "H", "H", "H", "H", "H", "H", "O"], "xyz": [[0.089, 0.104, -0.664], [-1.265, 0.572, -0.641], [-2.150, -0.296, 0.023], [0.981, 0.934, 0.336], [0.217, -0.910, -0.268], [-1.748, 0.970, -1.548], [-2.916, 0.205, 0.476], [-2.594, -1.005, -0.567], [0.626, 0.155, -1.616], [1.440, 1.701, -0.157], [0.241, 1.359, 0.901], [2.022, -0.545, 1.108], [2.899, -1.745, 1.582], [2.160, -1.499, 1.035]], "gap_ev": 6.08, "lumo_energy_ev": -8.34, "homo_energy_ev": -14.42, "total_charge": 1}


arrangement ii is the most stable structure; the next one sits 25.1 kJ/mol above it.


Arrangement i

{"formula": "C2H9N2O", "method": "ωB97M-V with the def2-TZVPD basis set", "symbols": ["C", "N", "C", "N", "H", "H", "H", "H", "H", "H", "H", "H", "H", "O"], "xyz": [[0.432, -0.988, -0.301], [0.319, -0.188, 0.920], [1.341, 0.156, 1.623], [1.356, 0.649, 2.843], [1.084, -0.506, -1.019], [-0.570, -1.097, -0.696], [0.859, -1.960, -0.039], [-0.605, -0.157, 1.316], [2.337, 0.001, 1.216], [0.527, 0.975, 3.316], [2.262, 0.728, 3.281], [-3.016, 0.142, -3.308], [-3.187, -0.099, -4.844], [-2.698, 0.398, -4.182]], "gap_ev": 10.01, "lumo_energy_ev": -3.76, "homo_energy_ev": -13.78, "total_charge": 1}


Arrangement ii

{"formula": "C2H9N2O", "method": "ωB97M-V with the def2-TZVPD basis set", "symbols": ["N", "C", "N", "C", "O", "H", "H", "H", "H", "H", "H", "H", "H", "H"], "xyz": [[0.718, -0.449, -1.947], [1.067, -0.447, -0.585], [-0.429, -0.767, 0.192], [-0.522, 0.172, 1.328], [-0.758, 1.479, 0.963], [0.148, 0.229, -2.424], [1.567, -0.564, -2.507], [1.544, -1.377, -0.314], [1.511, 0.475, -0.092], [-1.225, -0.640, -0.436], [-0.368, -1.729, 0.498], [0.466, 0.098, 1.791], [-1.285, -0.124, 2.092], [-1.352, 2.023, 1.485]], "smiles": "NC[NH2+]CO", "gap_ev": 11.34, "lumo_energy_ev": -3.26, "homo_energy_ev": -14.60, "total_charge": 1}


arrangement i is the most stable structure; the next one sits 126.9 kJ/mol above it.


Arrangement i

{"formula": "C3H4Cl2N2", "method": "ωB97M-V with the def2-TZVPD basis set", "symbols": ["C", "C", "C", "N", "N", "Cl", "Cl", "H", "H", "H", "H"], "xyz": [[0.101, 0.296, 1.491], [0.828, 0.001, 0.284], [-0.397, -0.892, -1.677], [-1.200, 0.296, 1.431], [0.418, -0.215, -0.918], [-2.052, 0.846, 2.819], [1.139, 1.314, -2.226], [0.502, 0.591, 2.489], [1.905, 0.101, 0.310], [-0.279, -0.564, -2.716], [-0.964, -1.772, -1.288]], "gap_ev": [7.08, 7.23], "lumo_energy_ev": [-1.63, -1.30], "homo_energy_ev": [-8.71, -8.52]}


Arrangement ii

{"formula": "C3H4Cl2N2", "method": "ωB97M-V with the def2-TZVPD basis set", "symbols": ["C", "C", "C", "N", "N", "Cl", "Cl", "H", "H", "H", "H"], "xyz": [[-0.131, -0.201, 0.524], [0.497, -1.115, 1.173], [0.413, 0.570, -0.748], [2.152, -0.823, -0.508], [1.856, 0.380, -0.687], [3.643, -1.131, 0.174], [2.615, 1.746, 0.354], [-1.187, 0.253, 0.505], [0.377, -1.966, 1.807], [0.093, 0.205, -1.842], [0.263, 1.585, -0.702]], "gap_ev": [7.56, 7.86], "lumo_energy_ev": [-0.52, -0.54], "homo_energy_ev": [-8.08, -8.40]}


arrangement i is the most stable structure; the next one sits 224.8 kJ/mol above it.


Arrangement i

{"formula": "C2H14N2O3", "method": "ωB97M-V with the def2-TZVPD basis set", "symbols": ["C", "N", "C", "N", "H", "H", "H", "H", "H", "H", "H", "H", "H", "H", "O", "H", "H", "O", "H", "H", "O"], "xyz": [[-0.472, 1.397, -0.295], [-0.330, 0.109, -0.973], [-1.590, -0.675, -0.991], [-2.405, -0.828, 0.257], [-0.884, 1.271, 0.759], [0.573, 1.832, -0.234], [-1.140, 2.059, -0.844], [0.396, -0.414, -0.413], [-1.397, -1.637, -1.475], [-2.223, -0.038, -1.718], [-3.023, -1.617, 0.161], [3.243, 1.519, -0.835], [1.002, -0.154, 1.693], [3.526, 1.709, -0.211], [1.764, 0.306, 1.242], [-0.555, -0.675, 2.944], [-1.800, -0.788, 1.146], [-0.518, -0.704, 2.003], [1.903, -0.213, 0.379], [2.027, -1.128, -1.752], [1.904, -1.329, -0.844]], "gap_ev": 4.21, "lumo_energy_ev": -5.27, "homo_energy_ev": -9.47}


Arrangement ii

{"formula": "C2H14N2O3", "method": "ωB97M-V with the def2-TZVPD basis set", "symbols": ["C", "N", "C", "N", "H", "H", "H", "H", "H", "H", "H", "H", "O", "H", "H", "O", "H", "H", "O", "H", "H"], "xyz": [[-1.027, -1.802, -1.138], [-1.263, -0.549, -0.253], [-0.623, 0.652, -0.906], [-1.195, 1.962, -0.418], [0.060, -1.752, -1.322], [-1.206, -2.732, -0.659], [-1.642, -1.899, -2.084], [-2.300, -0.312, -0.361], [-0.755, 0.408, -2.018], [0.445, 0.781, -0.774], [-2.176, 1.805, -0.200], [-1.445, 2.585, -1.178], [-0.272, 0.402, 2.202], [-0.888, -0.260, 1.911], [-0.215, 1.178, 1.687], [3.427, 1.218, 0.356], [3.025, 0.365, 0.414], [2.726, 1.873, 0.408], [1.880, -1.373, 1.036], [2.319, -1.678, 1.888], [1.125, -0.874, 1.409]], "smiles": "CNCN.O.O.O", "gap_ev": 10.38, "lumo_energy_ev": 0.64, "homo_energy_ev": -9.74}


Arrangement iii

{"formula": "C2H14N2O3", "method": "ωB97M-V with the def2-TZVPD basis set", "symbols": ["N", "C", "C", "N", "H", "H", "H", "H", "H", "H", "H", "H", "O", "H", "H", "O", "H", "H", "O", "H", "H"], "xyz": [[2.189, 0.141, 0.321], [0.927, -0.543, 0.501], [0.058, 0.023, 1.637], [-1.041, -0.877, 2.063], [2.447, 0.652, 1.256], [1.891, 0.980, -0.198], [1.300, -1.522, 0.660], [0.294, -0.473, -0.453], [0.666, 0.342, 2.493], [-0.418, 0.991, 1.437], [-0.710, -1.837, 2.081], [-1.452, -0.561, 2.948], [-2.251, -1.943, -0.418], [-2.070, -1.213, 0.308], [-2.413, -2.657, 0.228], [2.050, 2.328, -2.340], [1.168, 1.979, -2.584], [2.184, 3.213, -2.645], [-1.383, 0.530, -2.116], [-1.773, 0.872, -2.987], [-1.665, -0.425, -2.192]], "smiles": "NCCN.O.O.O", "gap_ev": 10.12, "lumo_energy_ev": 0.68, "homo_energy_ev": -9.44}


arrangement iii is the most stable structure; the next one sits 19.2 kJ/mol above it.


Arrangement i

{"formula": "C2H4N3P", "method": "ωB97M-V with the def2-TZVPD basis set", "symbols": ["N", "C", "C", "N", "N", "P", "H", "H", "H", "H"], "xyz": [[-1.651, -1.152, -0.074], [-0.494, -0.335, 0.000], [-0.264, 1.011, 0.009], [0.976, 1.487, -0.005], [1.878, 0.463, 0.046], [1.458, -1.102, 0.047], [-2.292, -1.058, -0.786], [-1.635, -2.017, 0.453], [-0.849, 1.887, 0.193], [2.873, 0.817, 0.117]], "smiles": "Nc1cn[nH]p1", "gap_ev": 8.11, "lumo_energy_ev": 0.46, "homo_energy_ev": -7.66}


Arrangement ii

{"formula": "C2H4N3P", "method": "ωB97M-V with the def2-TZVPD basis set", "symbols": ["P", "C", "C", "N", "N", "N", "H", "H", "H", "H"], "xyz": [[-1.782, -0.531, 0.311], [0.024, -0.405, 0.297], [0.854, 0.774, 0.463], [2.120, 0.385, 0.312], [2.119, -0.910, 0.209], [0.743, -1.437, 0.151], [-1.914, 0.797, 0.113], [-1.691, -0.102, 1.749], [0.655, 1.853, 0.837], [2.848, -1.520, -0.013]], "smiles": "Pc1cn[nH]n1", "gap_ev": 10.73, "lumo_energy_ev": 0.99, "homo_energy_ev": -9.74}


arrangement i is the most stable structure; the next one sits 9.2 kJ/mol above it.


Arrangement i

{"formula": "C3H5BrO2S", "method": "ωB97M-V with the def2-TZVPD basis set", "symbols": ["C", "C", "C", "O", "O", "S", "Br", "H", "H", "H", "H", "H"], "xyz": [[0.627, -0.437, -1.300], [0.557, 0.484, -0.323], [-0.206, 0.576, 0.967], [1.967, -1.718, 1.332], [2.777, -2.349, -0.858], [2.720, -1.338, 0.142], [2.069, 1.714, -0.001], [-0.091, -1.105, -1.544], [1.371, -0.456, -2.104], [-1.187, -0.110, 0.934], [-0.604, 1.546, 1.071], [0.371, 0.165, 1.820]], "gap_ev": 9.53, "lumo_energy_ev": -0.67, "homo_energy_ev": -10.21}


Arrangement ii

{"formula": "C3H5BrO2S", "method": "ωB97M-V with the def2-TZVPD basis set", "symbols": ["C", "C", "C", "O", "O", "S", "Br", "H", "H", "H", "H", "H"], "xyz": [[0.302, -0.652, 0.997], [-1.101, 1.013, -0.007], [-1.841, 0.287, -0.736], [2.459, 0.821, 0.849], [1.700, -0.229, -1.183], [1.842, -0.285, 0.218], [2.513, -2.251, 0.828], [-0.343, -1.096, 0.188], [-0.821, 2.033, 0.037], [-0.377, 0.489, 0.866], [-2.495, 0.696, -1.469], [-1.839, -0.826, -0.587]], "gap_ev": 8.34, "lumo_energy_ev": -1.25, "homo_energy_ev": -9.58}


arrangement i is the most stable structure; the next one sits 440.8 kJ/mol above it.